No. 1
The following is a quantum chemistry calculation of a molecular structure, C49H66N4OP3Re in a non-equilibrium geometry, from the Open Molecules 2025 dataset.

Geometry as XYZ:
```
124
Properties=species:S:1:pos:R:3:forces:R:3:mulliken_spin:R:1
Re 0.276 -0.095 -0.266 -2.8 1.4 -0.2 0.75
C 0.924 2.736 -4.581 -0.1 0.0 0.1 0.00
C 1.081 2.286 -3.131 0.0 -0.1 0.1 -0.02
C 2.549 2.375 -2.724 -0.1 -0.1 0.1 0.02
P 0.315 0.617 -2.737 0.2 -0.2 0.2 0.05
C 0.687 -0.489 -4.189 -0.1 0.3 0.1 0.01
C 2.143 -0.904 -4.314 -0.1 0.1 0.1 0.00
C -0.303 -1.659 -4.289 -0.1 0.1 0.0 0.00
C -1.464 0.856 -3.009 0.0 0.0 0.3 0.01
C -2.033 1.100 -4.250 0.1 0.0 0.2 0.01
C -3.393 1.382 -4.388 -0.1 0.0 0.4 0.03
C -4.028 1.593 -5.711 -0.1 0.1 -0.2 0.00
C -4.148 1.509 -3.214 0.1 0.0 -0.2 -0.01
C -3.612 1.256 -1.980 0.1 -0.1 0.4 0.02
C -2.271 0.826 -1.846 -0.6 0.7 -1.8 -0.03
N -1.711 0.464 -0.664 3.8 -1.5 0.8 0.11
C -2.474 0.628 0.496 -0.6 0.3 1.2 -0.01
C -3.695 -0.002 0.726 0.0 0.1 -0.2 0.02
C -4.442 0.337 1.842 0.2 0.1 -0.1 -0.01
C -4.007 1.320 2.730 0.2 0.0 -0.1 0.01
C -4.888 1.798 3.832 -0.1 0.1 0.2 0.00
C -2.734 1.870 2.547 -0.2 -0.2 0.0 0.00
C -1.964 1.530 1.450 0.2 -0.2 -0.5 -0.03
P -0.271 2.081 1.018 -0.2 0.1 0.3 0.01
C 0.527 2.542 2.643 -0.1 -0.2 -0.4 -0.02
C 0.085 3.879 3.239 -0.2 -0.1 0.0 0.00
C 2.047 2.479 2.562 -0.1 -0.1 -0.1 0.02
C -0.527 3.585 -0.055 0.2 -0.4 0.0 0.02
C -1.609 4.566 0.385 0.0 -0.1 0.0 0.00
C 0.817 4.280 -0.257 -0.1 -0.2 0.0 0.00
H 1.323 3.746 -4.665 0.0 0.1 0.0 0.00
H -0.115 2.781 -4.896 0.0 0.0 -0.1 0.00
H 1.499 2.118 -5.265 0.0 -0.1 -0.1 0.00
H 0.502 2.966 -2.501 0.0 0.0 0.0 -0.01
H 3.184 1.845 -3.428 0.1 -0.1 0.0 0.00
H 2.868 3.417 -2.734 0.0 0.0 0.0 0.00
H 2.711 1.980 -1.722 0.1 0.0 0.1 0.00
H 0.480 0.210 -5.007 0.0 -0.1 0.0 0.00
H 2.270 -1.510 -5.207 0.0 -0.1 -0.1 0.00
H 2.459 -1.493 -3.460 0.1 0.0 0.0 0.00
H 2.793 -0.038 -4.401 0.2 0.0 0.0 0.00
H 0.223 -2.606 -4.321 0.0 0.0 0.0 0.00
H -0.895 -1.586 -5.200 -0.1 0.0 0.0 0.00
H -0.992 -1.691 -3.443 -0.1 -0.1 0.0 0.00
H -1.434 1.084 -5.147 0.1 -0.1 -0.1 0.00
H -3.414 1.226 -6.527 0.0 0.0 -0.1 0.00
H -4.216 2.655 -5.876 0.0 0.1 0.0 0.00
H -5.001 1.105 -5.741 0.0 -0.1 -0.1 0.00
H -5.179 1.819 -3.283 -0.2 0.0 0.0 0.00
H -4.224 1.389 -1.100 -0.1 0.0 -0.1 0.00
H -4.063 -0.740 0.027 0.0 -0.1 -0.1 0.00
H -5.390 -0.149 2.012 -0.1 0.0 0.0 0.00
H -5.885 1.376 3.740 -0.1 0.0 0.0 0.00
H -4.966 2.885 3.808 -0.1 0.0 0.0 0.00
H -4.503 1.531 4.815 0.1 0.0 0.0 0.00
H -2.387 2.595 3.264 0.1 0.1 0.1 0.00
H 0.186 1.733 3.301 0.0 0.1 -0.2 0.01
H 0.653 4.711 2.827 0.0 0.0 -0.1 0.00
H 0.289 3.853 4.308 0.0 0.1 0.1 0.00
H -0.972 4.084 3.105 -0.1 0.1 0.0 0.00
H 2.461 3.304 1.987 0.0 0.1 -0.1 0.00
H 2.356 1.546 2.103 0.1 0.0 0.0 -0.01
H 2.462 2.533 3.566 0.1 0.0 0.1 0.00
H -0.854 3.139 -1.006 0.0 0.0 0.1 0.01
H -1.247 5.247 1.146 0.0 0.0 0.2 0.00
H -2.504 4.063 0.745 -0.1 0.0 0.0 0.00
H -1.888 5.168 -0.476 -0.1 0.1 -0.1 0.00
H 1.095 4.849 0.625 0.1 0.0 0.1 0.00
H 0.750 4.986 -1.080 0.0 0.1 -0.1 0.00
H 1.603 3.557 -0.466 0.2 0.1 -0.1 0.01
N 1.119 -3.091 0.538 -0.1 -0.3 0.3 0.01
P 1.357 -2.245 -0.915 0.0 -0.7 0.2 0.03
C 0.864 -3.584 -2.038 -0.1 0.4 0.0 0.00
C -0.412 -4.132 -1.915 0.1 0.1 0.0 -0.01
C -0.783 -5.199 -2.714 -0.1 0.1 0.1 0.00
C 0.102 -5.697 -3.659 0.1 0.0 0.0 0.00
C 1.370 -5.152 -3.786 -0.1 0.0 0.0 0.00
C 1.756 -4.097 -2.977 0.0 0.0 0.1 0.00
C 3.172 -2.093 -1.042 -0.3 0.1 -0.4 0.03
C 4.017 -3.182 -0.852 -0.1 0.1 0.0 0.00
C 5.390 -2.988 -0.873 0.0 0.0 0.1 0.00
C 5.921 -1.725 -1.080 0.0 0.0 0.0 0.00
C 5.079 -0.638 -1.264 -0.1 0.2 0.0 0.01
C 3.710 -0.824 -1.237 -0.2 -0.1 0.0 -0.07
C 1.854 -2.574 1.573 0.1 -0.1 0.3 -0.02
C 2.241 -3.310 2.691 0.1 0.1 -0.1 0.00
C 3.160 -2.749 3.556 -0.1 0.0 -0.3 0.00
C 3.682 -1.492 3.259 0.0 0.1 -0.1 0.00
C 3.221 -0.827 2.139 0.3 0.1 0.3 0.00
N 2.279 -1.325 1.338 -0.7 0.3 -0.1 0.02
H 0.717 -4.017 0.596 0.3 0.1 -0.1 0.00
H -1.110 -3.714 -1.200 -0.1 0.0 0.0 0.00
H -1.763 -5.638 -2.604 -0.1 0.0 0.0 0.00
H -0.192 -6.516 -4.295 -0.1 -0.1 -0.1 0.00
H 2.063 -5.540 -4.516 0.1 -0.1 -0.1 0.00
H 2.748 -3.683 -3.079 0.0 0.0 0.0 0.00
H 3.610 -4.168 -0.678 0.0 -0.1 0.0 0.00
H 6.044 -3.829 -0.716 0.1 -0.1 0.0 0.00
H 6.991 -1.581 -1.086 0.1 0.0 0.0 0.00
H 5.491 0.351 -1.404 0.0 0.1 0.0 0.00
H 3.018 0.012 -1.323 0.2 0.0 -0.1 0.03
H 1.868 -4.313 2.822 0.0 -0.2 0.1 0.00
H 3.495 -3.299 4.422 0.1 0.0 0.1 0.00
H 4.435 -1.042 3.882 0.1 0.1 0.0 0.00
H 3.636 0.128 1.849 0.0 0.0 0.1 0.00
O -0.504 -0.860 1.809 0.4 0.3 -1.2 -0.01
C -0.806 -1.135 2.990 0.0 -0.2 0.3 0.01
C 0.194 -1.046 4.109 0.1 0.3 0.0 0.00
C -0.217 -0.102 5.252 0.0 -0.2 0.2 0.00
C -1.111 -0.781 6.282 -0.2 0.3 -0.1 0.00
C -2.498 -1.069 5.724 0.2 -0.3 0.1 0.00
C -2.499 -2.067 4.566 0.0 0.1 0.5 0.00
N -2.037 -1.525 3.293 -0.1 0.0 -0.5 0.00
H 1.143 -0.716 3.687 -0.1 -0.1 -0.1 0.00
H 0.334 -2.047 4.526 0.1 0.0 -0.1 0.00
H -0.735 0.773 4.853 0.0 0.1 0.0 0.00
H 0.693 0.241 5.747 0.0 0.1 -0.1 0.00
H -1.206 -0.142 7.161 0.0 0.0 0.0 0.00
H -0.641 -1.706 6.615 0.0 -0.1 0.1 0.00
H -2.958 -0.135 5.397 -0.1 0.1 0.0 0.00
H -3.116 -1.480 6.521 -0.1 0.0 0.0 0.00
H -3.517 -2.421 4.404 0.1 -0.1 -0.1 0.00
H -1.875 -2.929 4.823 -0.2 0.0 0.0 0.00
H -2.712 -1.514 2.538 0.2 0.0 0.0 0.00
```
Positions in Å, forces in eV/Å.

Relative energy (zero: lowest compared OMol25 entry of this formula, charge and spin) in kcal per mole: 21.4
E_HOMO (spin up / spin down) in Ha: -0.5732 / -0.5728
Net charge: +3
E in eV: -89867.4020
LUMO level (spin up / spin down) in eV: -10.139 / -10.161
Spin multiplicity: 2
Largest force on an atom in eV/A: 4.16
⟨S²⟩: 0.788
Kohn-Sham gap (spin up / spin down) in hartree: 0.201 / 0.199



No. 2
The following is a quantum chemistry calculation of a molecular structure, C23H41ClHfP2 in a non-equilibrium geometry, from the Open Molecules 2025 dataset.

Geometry as XYZ:
```
68
Properties=species:S:1:pos:R:3:forces:R:3:nbo_charge:R:1
Hf 1.063 -0.187 1.346 -4.7 0.6 0.4 2.05
C -1.266 -0.509 3.373 0.3 -1.2 -1.0 0.05
C -0.852 -1.464 2.383 0.4 -0.3 1.3 -0.17
C 0.943 -0.974 3.806 -0.8 -1.4 -0.1 -0.08
C -0.183 -0.223 4.222 1.0 0.1 -0.3 0.02
C 0.521 -1.836 2.709 -0.5 0.9 0.5 -0.42
C -2.679 -0.221 3.720 -0.5 0.7 -0.2 -0.67
H -3.342 -0.260 2.853 0.0 -0.1 0.1 0.22
H -2.798 0.769 4.175 0.0 -0.2 0.0 0.24
H -3.061 -0.954 4.451 0.3 0.1 -0.2 0.26
C -0.263 0.517 5.515 0.0 0.6 0.1 -0.66
H -1.072 1.259 5.516 0.2 -0.2 0.0 0.23
H 0.676 1.040 5.742 -0.3 -0.2 0.0 0.24
H -0.459 -0.179 6.348 0.1 0.1 -0.3 0.25
C 2.122 -1.266 4.671 0.6 0.4 0.1 -0.65
H 1.873 -1.952 5.501 -0.1 0.3 -0.4 0.25
H 2.510 -0.342 5.116 0.1 -0.2 0.0 0.24
H 2.930 -1.732 4.100 0.0 0.1 0.2 0.23
C 1.220 -3.070 2.252 0.3 -0.7 -0.1 -0.63
H 0.881 -3.916 2.873 0.2 0.1 -0.3 0.27
H 2.312 -3.007 2.358 -0.2 0.0 0.0 0.24
H 1.004 -3.329 1.206 -0.1 0.0 0.1 0.23
C -1.780 -2.394 1.671 -0.2 -0.2 -0.3 -0.63
H -1.986 -3.270 2.312 0.0 0.3 -0.2 0.24
H -1.353 -2.765 0.731 -0.2 0.0 0.2 0.22
H -2.744 -1.919 1.447 0.2 -0.3 0.1 0.22
C -0.676 1.832 0.832 -0.5 0.0 0.7 -0.48
C -2.043 1.531 0.654 2.7 -1.0 1.0 0.11
C -2.464 0.410 -0.236 -0.3 0.3 -1.6 -0.50
C -1.451 -0.410 -1.136 -0.8 -0.1 -0.5 -0.45
C 0.003 -0.744 -0.775 0.9 -0.2 1.5 -0.73
C 1.187 0.018 -1.421 0.5 -0.8 0.9 -0.58
C 1.376 1.462 -0.820 0.5 0.5 -0.4 -0.47
C 0.089 2.212 -0.428 -0.3 -0.2 -0.9 -0.48
H -3.257 0.796 -0.930 0.4 -0.4 0.5 0.26
H -1.482 0.061 -2.146 0.0 -0.5 1.0 0.23
H -3.004 -0.316 0.405 0.2 0.6 0.0 0.27
H -0.650 2.088 -1.264 1.0 0.3 1.1 0.26
H -0.280 2.238 1.792 -0.8 0.6 -0.6 0.24
H -2.809 1.977 1.288 0.2 -0.5 0.4 0.23
H 0.334 3.297 -0.386 -0.2 -0.6 0.2 0.26
H 2.066 1.457 0.075 -0.3 0.0 -1.0 0.23
H 2.105 -0.553 -1.136 -0.1 0.0 0.7 0.23
H 1.965 2.082 -1.523 -0.2 -0.2 0.4 0.26
H -1.959 -1.385 -1.297 0.2 0.5 0.2 0.24
H 0.140 -1.832 -0.927 0.1 0.4 0.0 0.23
P -0.579 1.721 -3.315 -0.5 0.3 -1.4 0.83
C -0.642 3.496 -3.725 -0.3 -0.1 -0.5 -0.93
C -1.628 0.909 -4.588 0.1 0.6 -0.4 -0.94
P 1.619 -0.206 -3.172 0.3 1.5 -1.0 1.62
C 1.098 1.333 -3.965 0.1 -0.5 -0.9 -1.09
C 0.943 -1.710 -3.895 -0.2 -0.2 -0.3 -0.99
C 3.414 -0.285 -3.337 0.2 -0.2 -0.3 -0.98
H 0.260 3.987 -3.340 -0.3 0.0 0.0 0.24
H -1.546 3.927 -3.270 0.3 0.1 -0.2 0.26
H -0.684 3.602 -4.818 0.0 0.3 0.3 0.25
H -1.431 1.379 -5.564 -0.2 -0.3 0.2 0.24
H -2.681 1.075 -4.313 0.3 -0.2 -0.2 0.26
H -1.420 -0.166 -4.658 -0.2 0.2 0.1 0.23
H 3.722 -0.040 -4.373 -0.3 -0.1 0.5 0.29
H 3.750 -1.301 -3.113 0.1 0.1 0.0 0.27
H 3.907 0.416 -2.657 -0.1 0.0 -0.1 0.27
H 1.799 2.141 -3.707 -0.1 -0.4 0.0 0.29
H 1.102 1.219 -5.064 0.1 0.1 0.3 0.28
H 1.652 -2.524 -3.689 -0.2 0.2 0.0 0.28
H 0.852 -1.619 -5.001 0.1 0.1 0.7 0.29
H -0.035 -1.968 -3.468 0.2 0.1 -0.1 0.28
Cl 3.121 0.582 2.014 1.4 0.2 0.1 -0.40
```
Positions in Å, forces in eV/Å.

E_HOMO in Ha: -0.5049
Net charge: +2
E in eV: -56906.5735
LUMO level in eV: -6.829
Largest force on an atom in eV/A: 4.74
Kohn-Sham gap in hartree: 0.254



No. 3
The following is a quantum chemistry calculation of a molecular structure, C22H42NNdP3SSe in a non-equilibrium geometry, from the Open Molecules 2025 dataset.

Geometry as XYZ:
```
71
Properties=species:S:1:pos:R:3:forces:R:3:mulliken_spin:R:1
Nd -1.708 -0.131 -0.828 2.4 0.7 2.5 3.06
P -1.479 -2.256 0.928 -0.5 0.2 0.1 -0.02
P 1.550 -0.615 1.918 0.2 0.3 0.4 0.00
P 1.239 -1.407 -1.626 0.6 -0.6 -0.7 0.00
H -4.019 2.338 -3.523 1.3 0.0 -0.1 0.00
C -3.423 1.421 -3.686 0.8 -0.8 -0.1 -0.01
C -2.468 0.816 -2.880 -0.8 0.7 -1.8 0.02
H -1.490 1.322 -2.634 -1.2 0.4 0.2 -0.01
C -2.897 -1.984 2.062 -0.1 -0.2 0.0 0.00
C -0.638 -3.613 1.738 0.2 -0.5 0.0 0.00
C -2.330 -3.112 -0.483 0.0 -0.3 0.4 0.01
C 2.715 0.736 2.357 0.2 0.1 -0.2 0.00
C 0.663 -0.597 3.532 -0.1 -0.2 0.0 0.00
C 2.688 -2.041 2.226 -0.2 0.1 -0.2 0.00
C 1.159 -1.524 -3.465 -0.1 0.1 -0.1 0.00
C 1.592 -3.181 -1.250 -0.2 0.1 0.1 0.00
C 3.019 -0.841 -1.503 0.0 0.6 0.3 0.00
H -3.601 0.913 -4.653 -1.1 -0.3 1.0 0.00
H -2.415 -0.313 -2.974 0.5 0.7 -1.3 0.00
H -3.582 -1.180 1.743 0.2 -0.3 0.0 0.00
H -2.506 -1.745 3.064 -0.2 -0.1 -0.3 0.00
H -3.438 -2.941 2.086 -0.1 0.4 0.3 0.00
H -0.216 -3.290 2.698 -0.1 -0.2 -0.3 0.00
H 0.149 -4.023 1.089 -0.2 0.1 0.3 0.00
H -1.418 -4.370 1.906 0.4 0.0 0.1 0.00
H -2.834 -2.465 -1.239 0.0 -0.4 0.2 0.00
H -3.098 -3.723 0.007 -0.1 0.0 -0.5 0.00
H -1.629 -3.785 -0.998 -0.2 0.3 0.0 0.00
H 3.303 0.425 3.235 -0.2 0.2 -0.3 0.00
H 2.155 1.651 2.596 0.2 -0.2 -0.1 0.00
H 3.398 0.939 1.523 -0.1 0.1 0.2 0.00
H 1.415 -0.717 4.324 -0.4 0.0 0.0 0.00
H -0.062 -1.415 3.592 0.1 0.1 0.2 0.00
H 0.128 0.351 3.670 0.2 -0.3 -0.1 0.00
H 3.249 -1.842 3.150 -0.1 -0.2 -0.3 0.00
H 3.393 -2.148 1.390 -0.1 0.0 0.3 0.00
H 2.107 -2.967 2.329 0.3 0.2 0.0 0.00
H 2.134 -1.886 -3.835 -0.5 0.1 0.0 0.00
H 0.942 -0.549 -3.934 0.1 -0.3 0.2 0.00
H 0.368 -2.235 -3.745 0.2 0.2 -0.1 0.00
H 2.275 -3.579 -2.017 -0.2 0.1 0.3 0.00
H 0.668 -3.772 -1.251 0.3 0.0 -0.1 0.00
H 2.074 -3.261 -0.266 -0.2 0.0 -0.3 0.00
H 3.568 -1.204 -2.383 -0.2 -0.2 0.4 0.00
H 3.486 -1.205 -0.579 -0.2 0.0 -0.3 0.00
H 3.173 0.249 -1.495 0.0 -0.4 -0.1 0.00
C 0.856 2.964 -2.512 0.2 0.7 -0.8 0.00
C -0.351 3.485 -3.010 0.2 -0.4 0.0 0.00
C -0.558 3.511 -4.402 0.7 0.1 0.3 0.00
C 0.531 3.241 -5.245 0.1 -0.3 -0.1 0.00
C 1.837 3.034 -4.744 -0.6 0.1 0.4 0.00
C 1.991 2.892 -3.355 -0.4 -0.2 0.2 0.00
Se 0.948 2.123 -0.727 0.2 -0.6 -1.4 -0.01
H 1.777 1.049 -1.434 -0.8 1.1 1.1 0.00
H -1.069 3.920 -2.314 -0.2 -0.6 -0.1 0.00
H -1.552 3.741 -4.819 0.7 0.1 0.2 0.00
H 0.351 3.191 -6.317 0.2 0.2 0.2 0.00
H 2.713 2.961 -5.414 -0.7 0.1 0.5 0.00
H 2.983 2.759 -2.904 -0.4 -0.2 -0.3 0.00
S -2.486 1.908 0.901 -0.2 -0.5 -0.9 -0.02
C -1.785 2.012 2.470 -0.6 -0.7 1.4 0.00
N -2.489 1.356 3.472 1.3 1.0 0.5 0.00
C -2.172 1.489 4.805 0.0 0.0 -1.0 0.00
C -1.105 2.291 5.175 -0.4 -0.4 0.0 0.00
C -0.354 2.934 4.187 -0.2 0.2 -0.1 0.00
C -0.690 2.794 2.846 -0.4 -0.2 -0.4 0.00
H -3.316 0.833 3.199 0.1 0.1 0.1 0.00
H -2.816 0.936 5.492 0.3 0.3 -0.1 0.00
H -0.886 2.419 6.228 0.0 0.0 -0.1 0.00
H 0.462 3.601 4.470 -0.1 -0.2 -0.1 0.00
H -0.183 3.312 2.033 0.1 0.0 0.4 0.00
```
Positions in Å, forces in eV/Å.

E_HOMO (spin up / spin down) in Ha: -0.5940 / -0.5940
Net charge: +3
E in eV: -144282.3549
LUMO level (spin up / spin down) in eV: -10.404 / -10.163
Spin multiplicity: 4
Largest force on an atom in eV/A: 3.57
⟨S²⟩: 3.759
Kohn-Sham gap (spin up / spin down) in hartree: 0.212 / 0.221